Entry 1:
Here is a 5-piece molecular cluster, C7H11Cl13 overall in a non-equilibrium geometry from OMol25. Energies are from ωB97M-V/def2-TZVPD.

The energy above the lowest of the compared OMol25 structures with the same formula, charge and spin is 6.3 kJ/mol. The calculation puts the HOMO energy at -10.72 eV. For the LUMO energy, the calculation gives 0.283 eV. The SMILES is ClC(Cl)Cl.ClC(Cl)Cl.ClC(Cl)Cl.ClCCCl.ClCCCl. The value obtained for the frontier orbital gap is 0.404 Ha. The value obtained for the total energy is -6255.81096 Eh. The largest force on an atom is 1.3 eV/Å. As for the multiplicity: 1.

```
31
Properties=species:S:1:pos:R:3:forces:R:3
Cl 18.5413 13.1385 22.2580 0.11 0.01 -0.06
Cl 30.5274 14.7906 18.3768 0.12 0.02 -0.06
Cl 24.5685 17.1253 21.4766 -0.01 -0.01 0.01
C 22.1305 11.0545 22.3095 -0.33 -0.06 0.14
Cl 21.6504 9.8366 21.1002 -0.04 -0.03 0.01
C 23.6159 11.1591 22.4322 0.29 0.16 0.07
H 23.8835 12.0042 23.0638 -0.08 0.08 -0.02
Cl 20.5173 13.7905 24.2962 -0.16 0.08 -0.07
Cl 26.3194 15.6709 18.5488 -0.07 -0.11 -0.28
C 28.0867 15.8920 18.4263 0.03 0.89 0.98
H 21.7203 12.0053 21.9866 -0.04 0.11 -0.09
H 24.0607 11.2920 21.4487 0.18 -0.13 0.05
H 23.6312 16.0021 19.6517 -0.12 0.26 -0.14
H 20.2982 14.7172 22.1882 -0.09 0.01 -0.23
Cl 21.7609 16.7308 20.9140 0.07 -0.13 -0.11
Cl 24.3280 9.7307 23.2261 0.05 -0.07 -0.13
H 24.0087 20.5127 18.2773 -0.11 0.13 -0.08
H 21.6763 10.7893 23.2601 -0.06 -0.07 -0.02
Cl 23.4318 18.2944 17.8402 0.06 0.03 0.06
Cl 18.6068 15.8136 23.3830 0.16 -0.14 -0.04
Cl 24.9182 20.1071 16.1494 -0.01 0.12 -0.14
Cl 23.5165 14.4109 21.3225 -0.15 0.30 0.02
Cl 25.9926 19.4039 18.7415 -0.08 -0.05 -0.01
C 19.5696 14.4021 22.9198 0.05 0.04 0.38
C 24.5208 19.6906 17.8033 0.16 -0.22 0.17
H 28.3283 16.5659 17.6120 -0.14 -0.25 -0.35
H 28.5063 13.9730 19.2573 0.03 0.03 0.12
H 28.4693 13.9992 17.5046 0.18 0.03 -0.05
H 28.3734 16.4143 19.3410 -0.01 -0.04 -0.05
C 28.7660 14.5650 18.3862 -0.19 -0.61 -0.33
C 23.3887 16.0842 20.7006 0.19 -0.38 0.26
```
Forces are in eV/Å.

Entry 2:
Here is a 2-piece molecular cluster, CH4N3S overall in a non-equilibrium geometry from OMol25. Energies are from ωB97M-V/def2-TZVPD.

The energy above the lowest of the compared OMol25 structures with the same formula, charge and spin is 188.1 kJ/mol. The calculation puts the HOMO energy at -15.55 eV. For the LUMO energy, the calculation gives -5.538 eV. Its total charge is +1. The value obtained for the frontier orbital gap is 0.368 Ha. The value obtained for the total energy is -602.54972 Eh. The largest force on an atom is 10.4 eV/Å. As for the multiplicity: 1.

```
9
Properties=species:S:1:pos:R:3:forces:R:3
N 2.6649 -0.2724 -0.1360 6.40 -0.75 3.87
N 0.4146 -0.5038 -0.1696 -10.25 0.47 1.49
H 1.3160 -0.6253 -0.3661 3.51 -1.00 -1.19
H -0.2652 0.4591 1.6101 -0.36 -1.04 2.26
S -0.9726 -1.4429 -0.1561 -0.01 1.85 -0.92
N 3.3419 -0.5602 0.7104 -2.52 1.29 -3.43
H -0.9478 1.1388 0.1716 -0.58 -1.44 0.06
C -0.6236 0.1829 0.6673 2.63 1.05 -4.21
H -1.7223 -1.0310 -1.4134 1.18 -0.42 2.06
```
Forces are in eV/Å.